{"formula": "C7H14N", "method": "ωB97M-V with the def2-TZVPD basis set", "elements": ["C", "C", "C", "C", "C", "C", "C", "N", "H", "H", "H", "H", "H", "H", "H", "H", "H", "H", "H", "H", "H", "H"], "positions_angstrom": [[-2.115, 0.483, 0.731], [-1.100, -0.666, 0.801], [-0.479, -0.905, -0.558], [4.162, 0.377, -1.651], [3.038, 0.666, -0.996], [2.044, -0.342, -0.590], [0.755, -0.072, -0.788], [-3.125, 0.423, 1.854], [-1.671, 1.451, 0.545], [-2.713, 0.299, -0.206], [-1.616, -1.594, 1.198], [-0.413, -0.526, 1.638], [-1.285, -0.616, -1.278], [-0.229, -1.940, -0.833], [4.778, 1.269, -1.800], [4.473, -0.648, -1.941], [2.726, 1.717, -1.080], [2.454, -1.272, -0.252], [0.458, 0.919, -1.191], [-2.913, -0.381, 2.512], [-4.065, 0.055, 1.511], [-3.164, 1.301, 2.371]], "relative_energy_kcal_mol": 70.9, "multiplicity": 2, "e_homo_ev": [-3.77, -8.99], "s2": 0.751, "orbital_gap_ev": [4.67, 9.73]}

{"formula": "C7H14N", "method": "ωB97M-V with the def2-TZVPD basis set", "elements": ["C", "C", "C", "C", "C", "C", "C", "N", "H", "H", "H", "H", "H", "H", "H", "H", "H", "H", "H", "H", "H", "H"], "positions_angstrom": [[0.077, -0.070, -0.563], [0.685, 1.082, -1.395], [-1.309, -0.783, -0.875], [-0.159, -1.341, -1.428], [-0.173, -0.731, 1.906], [-0.400, 1.759, 1.267], [0.409, 0.435, 1.091], [0.261, -2.139, -2.348], [0.714, 2.034, -0.737], [1.613, 0.793, -1.787], [-1.917, -1.193, -0.147], [-2.085, -0.232, -1.446], [0.325, -1.629, 1.680], [-1.336, -0.917, 1.801], [-0.011, 1.354, -2.198], [0.106, 2.388, 2.037], [-1.379, 1.413, 1.640], [-0.353, 2.441, 0.370], [1.524, 0.460, 1.154], [-0.354, -2.621, -2.894], [-0.113, -0.526, 3.010], [1.293, -2.045, -2.401]], "relative_energy_kcal_mol": 74.0, "charge": 1, "e_homo_ev": -14.31, "smiles": "CC(C)[C@]1(C)CC1=[NH2+]", "orbital_gap_ev": 9.77}

| no. | F_max (eV Å⁻¹) |
| --- | --- |
| 1 | 2.3 |
| 2 | 5.7 |